Record 1
Density functional theory data (wB97M-V/def2-TZVPD) for an isolated molecule of C15H24N4O3S in a non-equilibrium geometry.

The geometry in ORCA input format:
```
! RIJCOSX wB97M-V def2-TZVPD def2/J DEFGRID3
* xyz 0 1
C 1.317 0.999 3.361
C 0.012 1.658 2.934
C -1.004 0.619 2.464
C -2.306 1.235 1.953
H -3.077 0.465 1.878
H -2.658 1.988 2.660
C -2.173 1.901 0.580
N -1.797 0.948 -0.431
C -0.582 0.753 -0.984
N -0.550 -0.257 -1.844
C -1.808 -0.745 -1.842
C -2.616 -0.025 -0.972
C -4.001 -0.330 -0.797
O -4.819 0.214 -0.084
N -4.350 -1.417 -1.602
C -3.586 -2.166 -2.478
O -4.061 -3.084 -3.107
N -2.263 -1.794 -2.580
C -1.371 -2.504 -3.470
H -0.955 -1.812 -4.202
H -0.555 -2.948 -2.899
H -1.949 -3.280 -3.967
H -5.320 -1.708 -1.546
S 0.782 1.759 -0.629
C 2.059 0.858 -1.558
C 2.440 -0.448 -0.862
O 2.872 -0.276 0.463
C 4.205 0.170 0.635
C 5.241 -0.931 0.424
H 5.265 -1.262 -0.612
H 6.226 -0.557 0.687
H 5.006 -1.784 1.056
H 4.420 1.021 -0.024
H 4.244 0.519 1.670
H 3.196 -0.959 -1.473
H 1.553 -1.085 -0.804
H 2.901 1.547 -1.620
H 1.662 0.655 -2.550
H -1.416 2.688 0.595
H -3.139 2.327 0.298
H -1.237 -0.044 3.300
H -0.551 0.005 1.682
H -0.410 2.222 3.769
H 0.224 2.362 2.127
H 1.757 0.462 2.524
H 2.027 1.748 3.705
H 1.143 0.294 4.171
*
```

Calculated values
HOMO-LUMO gap = 8.538 eV
Total energy = -1428.9791 hartree
SMILES string = CCCCCn1c(SCCOCC)nc2c1c(=O)[nH]c(=O)n2C
ΔE to the lowest compared entry with this formula, charge and spin = 15.36 kcal per mole
HOMO energy = -8.036 eV



Record 2
Density functional theory data (wB97M-V/def2-TZVPD) for a structure of composition C15H24N6O6Pb in a non-equilibrium geometry.

The geometry in ORCA input format:
```
! RIJCOSX wB97M-V def2-TZVPD def2/J DEFGRID3
* xyz 0 1
O 0.893 -3.418 -0.708
H 1.673 -3.553 -0.079
Pb -0.298 -1.640 0.346
N 1.578 0.342 0.398
N 2.243 -1.986 1.186
N -1.199 0.037 -1.246
N -1.664 -2.472 -1.538
O 1.354 1.514 -0.129
O -0.968 1.375 -1.160
O -1.826 -3.792 -1.969
O 2.727 -3.172 1.156
C 2.985 -0.995 1.728
C 2.587 0.308 1.316
C -2.269 -0.260 -2.003
C -2.495 -1.665 -2.190
C 3.208 1.572 1.784
H 2.445 2.243 2.203
H 3.699 2.092 0.948
H 3.956 1.379 2.559
C 4.083 -1.250 2.691
H 4.409 -2.291 2.621
H 3.741 -1.062 3.719
H 4.936 -0.590 2.493
C -3.097 0.821 -2.592
C -3.481 -2.295 -3.091
H -2.495 1.450 -3.264
H -3.520 1.466 -1.808
H -3.922 0.393 -3.168
H -4.101 -3.013 -2.540
H -2.980 -2.840 -3.902
H -4.137 -1.545 -3.538
H -0.021 1.417 -0.737
H -1.053 -4.256 -1.595
C 1.304 -2.246 -1.657
H 1.895 -1.463 -1.164
H 0.411 -1.858 -2.158
H 1.930 -2.738 -2.411
O 2.832 0.933 -2.587
H 2.600 1.382 -3.416
H 2.309 1.388 -1.892
N -2.197 5.902 2.850
C -2.033 4.756 2.675
C -1.827 3.345 2.445
C -2.727 2.611 1.669
C -2.437 1.269 1.405
N -1.347 0.660 1.874
C -0.531 1.336 2.686
C -0.721 2.688 2.991
H -3.632 3.056 1.256
H -3.122 0.677 0.790
H 0.312 0.789 3.117
H -0.008 3.202 3.635
*
```

Calculated values
HOMO-LUMO gap (alpha / beta) = 4.876 / 4.878 eV
Total energy = -1558.5277 hartree
ΔE to the lowest compared entry with this formula, charge and spin = 0.00 kcal per mole
HOMO energy (alpha / beta) = -6.088 / -6.090 eV



Record 3
Density functional theory data (wB97M-V/def2-TZVPD) for a cluster of 2 separate species, C15H24NO2 in total in a non-equilibrium geometry.

The geometry in ORCA input format:
```
! RIJCOSX wB97M-V def2-TZVPD def2/J DEFGRID3
* xyz 1 1
C 0.117 2.901 -1.966
O 0.882 1.738 -2.160
C 1.280 1.198 -0.985
C 2.118 0.079 -0.906
C 2.519 -0.480 0.330
C 3.335 -1.583 0.355
C 3.791 -2.175 -0.827
C 4.675 -3.374 -0.788
C 3.400 -1.623 -2.047
C 2.586 -0.520 -2.091
H -0.164 3.298 -2.941
H -0.785 2.650 -1.405
H 0.715 3.645 -1.436
H 0.916 1.652 -0.077
H 2.174 -0.027 1.244
H 3.636 -2.005 1.300
H 4.921 -3.716 -1.795
H 5.610 -3.151 -0.271
H 4.190 -4.198 -0.263
H 3.747 -2.072 -2.961
H 2.290 -0.093 -3.033
C -0.787 2.779 2.909
O -1.129 2.077 1.735
C -2.331 1.332 1.876
C -2.702 0.616 0.579
C -4.070 -0.109 0.625
C -3.852 -1.426 -0.133
C -2.355 -1.724 0.036
N -1.682 -0.431 0.284
H 0.155 3.306 2.750
H -1.566 3.505 3.143
H -0.671 2.083 3.742
H -2.175 0.591 2.665
H -3.131 2.005 2.197
H -2.706 1.348 -0.245
H -4.343 -0.316 1.664
H -4.879 0.492 0.195
H -4.477 -2.241 0.257
H -4.097 -1.304 -1.194
H -2.193 -2.350 0.920
H -1.917 -2.245 -0.825
H -1.046 -0.134 -0.458
*
```

Calculated values
HOMO-LUMO gap = 5.910 eV
Total energy = -790.9001 hartree
ΔE to the lowest compared entry with this formula, charge and spin = 57.18 kcal per mole
HOMO energy = -11.316 eV



Record 4
Density functional theory data (wB97M-V/def2-TZVPD) for a structure of composition C15H24NO8PS2Sn in a non-equilibrium geometry.

The geometry in ORCA input format:
```
! RIJCOSX wB97M-V def2-TZVPD def2/J DEFGRID3
* xyz -1 2
Sn -0.593 -0.388 1.007
O 1.613 -0.522 1.047
C 2.494 0.381 0.735
C 2.293 1.658 0.199
C 3.414 2.429 -0.192
C 3.263 3.658 -0.818
C 1.978 4.146 -1.099
C 0.874 3.440 -0.689
C 0.981 2.217 -0.004
O -0.119 1.666 0.423
N 4.382 4.421 -1.193
O 5.517 4.009 -0.910
O 4.199 5.491 -1.796
H 3.532 0.066 0.881
H 4.408 2.040 -0.040
H 1.891 5.072 -1.646
H -0.125 3.810 -0.881
C 2.042 -1.226 -4.386
C 0.829 -0.997 -3.505
O 0.893 -1.894 -2.388
P -0.472 -2.341 -1.703
S -0.165 -3.453 -0.110
S -1.692 -0.730 -1.523
O -1.057 -3.246 -2.920
C -2.287 -3.919 -2.721
C -3.419 -3.200 -3.435
H 2.077 -0.457 -5.156
H 1.984 -2.204 -4.857
H 2.947 -1.175 -3.786
H -0.093 -1.182 -4.068
H 0.809 0.029 -3.122
H -2.488 -3.979 -1.644
H -2.162 -4.933 -3.122
H -3.478 -2.176 -3.071
H -4.356 -3.711 -3.232
H -3.237 -3.189 -4.508
C -3.586 1.109 2.830
O -2.185 1.189 2.758
C -1.517 1.298 3.983
C -1.366 -0.036 4.714
O -0.600 -0.880 3.895
C -0.065 -2.011 4.539
H -3.995 1.967 3.379
H -3.919 0.184 3.310
H -3.940 1.126 1.802
H -2.025 2.029 4.629
H -0.521 1.668 3.732
H -2.350 -0.489 4.921
H -0.860 0.145 5.674
H 0.552 -1.713 5.398
H 0.552 -2.507 3.793
H -0.857 -2.689 4.878
*
```

Calculated values
HOMO-LUMO gap (alpha / beta) = 4.655 / 7.468 eV
Total energy = -2594.7325 hartree
ΔE to the lowest compared entry with this formula, charge and spin = 6.45 kcal per mole
HOMO energy (alpha / beta) = -2.177 / -4.992 eV



Record 5
Density functional theory data (wB97M-V/def2-TZVPD) for a cluster of 2 separate species, C15H24NS2 in total.

The geometry in ORCA input format:
```
! RIJCOSX wB97M-V def2-TZVPD def2/J DEFGRID3
* xyz 1 1
C -3.829 -0.083 1.684
C -3.125 -1.299 1.655
C -1.736 -1.299 1.642
C -1.023 -0.080 1.672
C 0.422 -0.078 1.721
S 1.328 1.377 1.722
C 2.981 0.630 1.415
C 2.974 -0.787 1.952
S 1.326 -1.530 1.615
C -1.738 1.138 1.690
C -3.127 1.135 1.702
H -4.917 -0.084 1.689
H -3.662 -2.251 1.640
H -1.182 -2.240 1.614
H 3.160 0.651 0.334
H 3.711 1.268 1.919
H 3.702 -1.431 1.450
H 3.137 -0.820 3.036
H -1.185 2.079 1.697
H -3.666 2.086 1.724
C 0.627 4.133 5.814
C 1.440 2.900 6.175
C 0.724 1.609 5.774
N 1.497 0.424 6.074
C 0.846 -0.815 5.712
C 1.685 -2.044 6.070
C 0.993 -3.333 5.659
H 1.164 5.034 6.117
H 0.454 4.188 4.734
H -0.343 4.127 6.322
H 2.413 2.930 5.668
H 1.620 2.883 7.258
H -0.262 1.590 6.283
H 0.546 1.609 4.684
H 1.785 0.413 7.050
H -0.140 -0.915 6.213
H 0.668 -0.790 4.622
H 2.660 -1.961 5.573
H 1.860 -2.049 7.155
H 1.614 -4.190 5.931
H 0.029 -3.439 6.167
H 0.823 -3.365 4.576
*
```

Calculated values
HOMO-LUMO gap = 5.884 eV
Total energy = -1436.8459 hartree
ΔE to the lowest compared entry with this formula, charge and spin = 0.00 kcal per mole
HOMO energy = -11.214 eV